Entry P
ORCA calculation (ωB97M-V with the def2-TZVPD basis set) on a cluster of 2 separate species, C6H18N2 in total.

Geometry as XYZ:
```
26
Properties=species:S:1:pos:R:3:lowdin_charge:R:1
C 0.95271 -1.16722 1.23512 -0.1775
N 1.15054 -2.36443 0.50907 -0.3260
C 0.40628 -2.19776 -0.78855 -0.0910
C 0.71891 -3.53052 1.25078 -0.1297
H 1.32950 -0.31866 0.63964 0.0546
H 1.49821 -1.19427 2.19340 0.0982
H -0.11770 -1.00254 1.44415 0.0774
H 0.87391 -1.36145 -1.33492 0.0816
H -0.67155 -1.98924 -0.68165 0.0826
H 0.52918 -3.11877 -1.38289 0.0785
H 1.27631 -3.58328 2.20111 0.0843
H 0.94526 -4.43374 0.65953 0.0835
H -0.36073 -3.51910 1.47633 0.0822
C 0.04448 2.72567 -1.66117 -0.1333
N -0.72761 1.76144 -0.82318 -0.2932
C -2.05752 2.38663 -0.54039 -0.1231
C 0.06531 1.63548 0.42308 -0.1440
H 0.08035 3.75360 -1.26281 0.0795
H -0.36805 2.75877 -2.68358 0.0801
H 1.07332 2.33101 -1.70953 0.0771
H -2.59693 1.73673 0.16902 0.0815
H -2.57929 2.35653 -1.51171 0.0817
H -2.08330 3.42131 -0.15911 0.0787
H -0.19233 2.58040 0.93039 0.0817
H 1.16358 1.53570 0.40179 0.0820
H -0.35283 0.79776 1.00616 0.0528
```

Values from the calculation:
net charge: 0

Entry Q
ORCA calculation (ωB97M-V with the def2-TZVPD basis set) on a cluster of 2 separate species, C6H18N2 in total.

Geometry as XYZ:
```
26
Properties=species:S:1:pos:R:3:lowdin_charge:R:1
C -3.10167 0.55048 -3.65743 -0.1059
C -2.87455 0.25010 -2.18158 -0.3211
N -2.15885 1.35326 -1.55206 -0.1815
C -1.65436 1.05662 -0.29170 -0.1885
H -3.77271 -0.26925 -3.96461 0.0677
H -2.19314 0.51411 -4.28181 0.0754
H -3.61394 1.51061 -3.83727 0.0714
H -2.23760 -0.64702 -2.05944 0.1129
H -3.78791 0.09957 -1.57448 0.1130
H -2.93204 2.01924 -1.42785 0.1146
H -2.47728 0.93005 0.43176 0.0803
H -1.05119 1.92918 0.01067 0.0837
H -1.01512 0.15837 -0.25811 0.0787
C 3.43491 0.83457 2.39646 -0.1086
C 2.90122 -0.36002 1.57835 -0.3423
N 1.93609 -1.12702 2.32828 -0.1580
C 1.45160 -2.25450 1.54006 -0.1526
H 2.55866 1.44694 2.66809 0.0705
H 4.07628 1.42021 1.71655 0.0680
H 4.00587 0.61117 3.31336 0.0686
H 3.77632 -0.94317 1.23253 0.1071
H 2.38930 0.04174 0.68281 0.1120
H 2.35362 -1.47578 3.20053 0.1117
H 1.14493 -1.90834 0.53869 0.0734
H 0.58734 -2.73895 2.02479 0.0756
H 2.25419 -3.00206 1.42336 0.0737
```

Values from the calculation:
net charge: 0

Top of the stability list: entry Q, leading by 16.7 kcal/mol.

Entry P
ORCA calculation (ωB97M-V with the def2-TZVPD basis set) on a cluster of 3 separate species, C3H12O3 in total.

Geometry as XYZ:
```
18
Properties=species:S:1:pos:R:3:lowdin_charge:R:1
C 1.09392 -0.76955 -0.32339 -0.0649
C 0.39817 0.49545 0.12989 -0.4691
C -0.79775 0.19043 1.02678 -0.0490
O -0.18215 1.14985 -1.00872 -0.1033
H 2.01693 -0.71233 -0.90882 0.0801
H 0.41817 -1.40250 -0.92165 0.0869
H 1.25446 -1.42023 0.53839 0.0536
H 1.06935 1.20223 0.64543 0.1368
H -0.41692 -0.05231 2.01650 0.0655
H -1.46556 -0.42160 0.40698 0.0984
H -1.34626 1.07467 1.35883 0.0783
H 0.37844 1.28638 -1.77477 0.0930
O 1.34106 -1.69881 2.91442 -0.0612
H 1.80359 -2.51156 3.15263 0.0454
H 1.93563 -0.96420 3.11712 0.0474
O -2.01255 0.91197 -2.92243 -0.0783
H -1.90857 1.56937 -2.23600 0.0115
H -1.37606 0.21766 -2.65655 0.0292
```

Values from the calculation:
net charge: 0

Entry Q
ORCA calculation (ωB97M-V with the def2-TZVPD basis set) on a cluster of 3 separate species, C3H12O3 in total.

Geometry as XYZ:
```
18
Properties=species:S:1:pos:R:3:lowdin_charge:R:1
C 2.05950 1.59560 -1.91052 -0.1197
O 0.66997 1.42681 -1.69161 -0.1416
H 2.57542 1.79396 -0.97107 0.0865
H 2.46205 0.66288 -2.30562 0.0774
H 2.13571 2.30912 -2.73100 0.0832
H 0.11944 1.43781 -2.47799 0.0956
C 0.59426 1.00626 1.49097 -0.1884
O -0.34877 0.43238 0.66555 -0.1218
H 1.59580 0.57770 1.45423 0.0780
H 0.64661 2.09113 1.39926 0.0849
H 0.26175 0.77190 2.50221 0.0818
H -0.25394 0.88402 -0.17625 0.0372
C -2.22861 -2.81645 0.67165 -0.1819
O -1.58488 -2.12745 1.71552 -0.1178
H -2.28296 -2.18455 -0.21483 0.0678
H -1.76630 -3.74807 0.34535 0.0765
H -3.30658 -2.86386 0.82607 0.0707
H -1.34846 -1.24926 1.40812 0.0315
```

Values from the calculation:
net charge: 0

Entry R
ORCA calculation (ωB97M-V with the def2-TZVPD basis set) on a cluster of 3 separate species, C3H12O3 in total.

Geometry as XYZ:
```
18
Properties=species:S:1:pos:R:3:lowdin_charge:R:1
C -12.65629 0.42043 29.90960 -0.1875
O -11.26930 0.56539 30.04992 -0.1123
H -13.24118 1.14066 30.48169 0.0722
H -12.97497 0.62391 28.88728 0.0767
H -12.92540 -0.59915 30.18556 0.0771
H -11.08736 0.29101 30.95170 0.0732
C -7.51564 -1.43872 33.10045 -0.1526
O -8.35532 -0.47287 33.76063 -0.1309
H -6.78814 -1.89300 33.77311 0.0730
H -8.19573 -2.19429 32.70713 0.0753
H -6.98268 -0.99518 32.25943 0.0710
H -7.78131 0.07309 34.30288 0.0624
C -5.83957 3.37260 37.21972 -0.1529
O -5.73230 2.15284 36.46413 -0.1323
H -6.00283 3.24734 38.29012 0.0769
H -5.01226 4.03812 36.97324 0.0702
H -6.66462 3.94445 36.79497 0.0739
H -5.13801 1.52972 36.88854 0.0668
```

Values from the calculation:
net charge: 0

Top of the stability list: entry P, leading by 25.2 kcal/mol.

Entry P
ORCA calculation (ωB97M-V with the def2-TZVPD basis set) on the ion C5H10NO with charge +1.

Geometry as XYZ:
```
17
Properties=species:S:1:pos:R:3:lowdin_charge:R:1
C 2.18623 0.67355 -0.61066 -0.0496
C 1.55589 -0.54607 0.11633 -0.1806
N 0.11129 -0.58631 0.06001 0.0698
C -0.73849 0.24391 0.59312 -0.0208
C -2.11526 0.38846 0.44388 -0.0529
C -2.95242 -0.31774 -0.26092 -0.1673
O -4.21295 0.00998 -0.31842 0.1461
H 3.18097 0.43905 -0.58284 0.0546
H 1.89507 0.66005 -1.67728 0.0973
H 1.96212 1.61170 -0.31187 0.0430
H 1.98499 -0.30969 1.09234 0.1285
H 1.98579 -1.49032 -0.28567 0.1451
H -0.13755 -1.35662 -0.53542 0.1612
H -0.26787 0.96599 1.24395 0.1572
H -2.59967 1.34390 0.86242 0.1745
H -2.51465 -1.11511 -0.84038 0.1469
H -4.68154 -0.58652 -0.91448 0.1469
```

Values from the calculation:
net charge: +1

Entry Q
ORCA calculation (ωB97M-V with the def2-TZVPD basis set) on a cluster of 2 separate species, C5H10NO in total.

Geometry as XYZ:
```
17
Properties=species:S:1:pos:R:3:lowdin_charge:R:1
C 0.78785 1.78486 -0.18486 -0.0743
C -0.70671 -0.28699 -0.85789 0.0656
C -0.00627 0.77385 -0.13269 -0.1651
C 2.61159 -1.03588 0.99415 -0.0536
C -2.45259 1.07213 0.53231 0.0892
N -1.20756 0.22454 0.40857 -0.0315
O 1.43430 2.71789 -0.32883 0.2925
H 2.76514 -2.05741 0.41816 0.0730
H -1.25313 0.18553 -1.61398 0.1334
H -0.36261 -1.21898 -0.91898 0.1051
H 3.51383 -0.82021 1.64986 0.0540
H 1.69665 -1.03795 1.59423 -0.0041
H 2.37398 -0.30583 0.23605 -0.0332
H -2.65121 1.41102 1.50218 0.0947
H -2.25101 1.90252 -0.08256 0.0967
H -3.18952 0.38955 0.05431 0.1327
H -1.04404 -0.57320 1.08207 0.2249
```

Values from the calculation:
net charge: +1

Entry R
ORCA calculation (ωB97M-V with the def2-TZVPD basis set) on the ion C5H10NO with charge +1.

Geometry as XYZ:
```
17
Properties=species:S:1:pos:R:3:lowdin_charge:R:1
C 0.73015 1.81314 1.15900 0.1173
C 0.64167 0.63121 0.52679 -0.3011
N 1.56764 0.12154 -0.48300 0.2410
C -0.46837 -0.34573 0.97084 -0.1094
C -1.03737 -1.21179 -0.23857 -0.1106
C -1.46417 -0.51441 -1.55417 -0.1922
O -0.69396 0.20111 -2.13834 0.0542
H 0.96426 2.73735 0.63268 0.0916
H 0.50261 1.85140 2.21094 0.0905
H 0.97865 -0.15673 -1.29639 0.1310
H 1.89620 -0.77025 -0.09649 0.1829
H 2.36527 0.74549 -0.60079 0.1855
H -1.23105 0.19938 1.51630 0.1209
H -0.08388 -1.14076 1.63168 0.1259
H -0.20921 -1.83708 -0.59250 0.1183
H -1.97435 -1.54882 0.20336 0.1196
H -2.48408 -0.77508 -1.85134 0.1348
```

Values from the calculation:
net charge: +1

Entry S
ORCA calculation (ωB97M-V with the def2-TZVPD basis set) on a structure of composition C5H10NO.

Geometry as XYZ:
```
17
Properties=species:S:1:pos:R:3:lowdin_charge:R:1
C 2.44715 1.70543 -0.10259 0.1363
C 0.09065 1.75393 0.35695 0.1147
C -0.37561 -2.20539 0.74278 -0.0517
C -0.72414 0.72312 -1.06236 -0.0408
C -1.35973 -1.23153 0.03037 -0.2141
N 1.29830 1.62573 0.36072 0.0407
O -0.51555 -0.60679 -0.97093 -0.1278
H 2.62771 2.41078 -0.94456 0.1438
H 3.26256 1.12039 0.23386 0.1038
H -0.49076 2.44171 0.98308 0.1446
H -0.91721 -3.10411 0.99319 0.0655
H 0.41714 -2.47596 0.00128 0.0950
H -0.05165 -1.69153 1.72728 0.1050
H -0.02148 0.89511 -1.90205 0.1477
H -1.73192 0.99183 -0.82008 0.1087
H -1.77787 -0.56166 0.75638 0.1081
H -2.17759 -1.79107 -0.38331 0.1205
```

Values from the calculation:
net charge: +1

Top of the stability list: entry P, leading by 20.7 kcal/mol.

Entry P
ORCA calculation (ωB97M-V with the def2-TZVPD basis set) on the ion C5H10NO with charge +1.

Geometry as XYZ:
```
17
Properties=species:S:1:pos:R:3:lowdin_charge:R:1
N -1.12429 2.26040 0.25182 0.2193
C -1.63584 0.85662 0.33797 -0.0708
C -0.80954 -0.16989 0.44856 -0.0419
C 0.69780 -0.04613 0.34934 -0.1950
C 1.43704 -1.35928 0.16787 -0.1396
C 0.99399 -2.04239 -1.12448 -0.2282
O 0.17648 -1.54275 -1.85468 0.0573
H -1.40148 2.72495 1.12039 0.1783
H -0.10527 2.24837 0.25680 0.1481
H -1.52454 2.70655 -0.57203 0.1802
H -2.69467 0.77220 0.16242 0.1277
H -1.23205 -1.13128 0.18805 0.1306
H 0.90667 0.50599 -0.55295 0.1162
H 1.10530 0.52430 1.18423 0.1264
H 2.51378 -1.25093 0.05755 0.1281
H 1.23060 -2.05797 0.98022 0.1296
H 1.46604 -2.99877 -1.40108 0.1338
```

Values from the calculation:
net charge: +1

Entry Q
ORCA calculation (ωB97M-V with the def2-TZVPD basis set) on a structure of composition C5H10NO.

Geometry as XYZ:
```
17
Properties=species:S:1:pos:R:3:lowdin_charge:R:1
C -2.55468 0.68482 -0.11947 0.0598
C -2.24241 -0.60189 -0.28911 0.0866
C -1.43131 0.21146 0.60569 -0.0976
C 1.22625 -1.23935 -0.07158 -0.0189
C 1.46725 0.18086 0.40762 -0.3613
N 0.15775 0.82367 -0.11669 0.0814
O 2.47806 1.01783 -0.13124 0.0159
H -3.15564 1.49656 -0.43240 0.1156
H -2.39355 -1.64133 -0.59482 0.1355
H -1.29473 0.09162 1.60108 0.0992
H 1.24355 -1.42903 -1.07709 0.0637
H 2.06401 -1.84753 0.39645 0.1253
H 0.37309 -1.65542 0.46660 0.0857
H 1.37889 0.49389 1.51454 0.1922
H -0.04206 0.87933 -1.12354 0.1491
H 0.23147 1.84649 0.01298 0.1531
H 2.49407 0.68802 -1.04902 0.1145
```

Values from the calculation:
net charge: +1

Entry R
ORCA calculation (ωB97M-V with the def2-TZVPD basis set) on the ion C5H10NO with charge +1.

Geometry as XYZ:
```
17
Properties=species:S:1:pos:R:3:lowdin_charge:R:1
N -2.67563 0.72245 0.36526 0.1809
C -1.32207 0.20008 0.05428 -0.1476
C -0.18876 0.65420 0.58420 -0.0998
C 1.05841 0.04141 0.50848 -0.2210
C 1.22892 -1.31479 -0.08358 -0.0570
C 1.37104 -0.18559 -1.07802 -0.2774
O 2.61167 0.18835 -1.46332 0.0356
H -3.06839 0.04536 1.07242 0.1947
H -3.15341 0.86875 -0.51465 0.1650
H -2.32981 1.55360 0.98431 0.2016
H -1.29664 -0.76011 -0.54877 0.1394
H -0.37265 1.44244 1.44765 0.1728
H 1.86445 0.38595 1.17636 0.1615
H 2.18513 -1.84030 0.26640 0.1581
H 0.30436 -1.92397 -0.18839 0.1147
H 0.64864 -0.02702 -1.90101 0.1680
H 3.13473 -0.05081 -0.68161 0.1106
```

Values from the calculation:
net charge: +1

Top of the stability list: entry P, leading by 47.9 kcal/mol.

Entry P
ORCA calculation (ωB97M-V with the def2-TZVPD basis set) on an isolated molecule of C8H10O2S.

Geometry as XYZ:
```
21
Properties=species:S:1:pos:R:3:lowdin_charge:R:1
C -1.12602 2.36543 0.50383 0.0329
C -0.01393 1.72212 0.63614 -0.1261
C 0.12409 0.42277 -0.02248 -0.4329
C -0.55075 0.22974 -1.40274 -0.1117
C -1.28266 -1.01212 -0.82287 -0.0871
C -0.58377 -0.84424 0.54062 -0.2278
C 0.43135 -1.85891 0.98628 -0.0906
C 1.70175 -1.64016 0.78137 -0.0747
S 1.83518 -0.11086 -0.24146 0.7182
O 2.74219 0.77673 0.37001 -0.2916
O 2.06256 -0.52865 -1.59846 -0.3077
H -1.16771 3.27346 0.98552 0.0396
H -2.00223 2.03266 -0.07437 0.0882
H 0.76754 2.27174 1.13716 0.1143
H 0.31254 0.03328 -2.04429 0.0830
H -1.10420 1.08641 -1.75044 0.1048
H -2.46308 -0.83762 -0.82462 0.1507
H -1.13927 -1.94774 -1.32952 0.0993
H -1.13811 -0.63078 1.35263 0.1096
H 0.05197 -2.62251 1.60981 0.1056
H 2.54257 -2.18073 1.20788 0.1040
```

Values from the calculation:
net charge: 0

Entry Q
ORCA calculation (ωB97M-V with the def2-TZVPD basis set) on an isolated molecule of C8H10O2S.

Geometry as XYZ:
```
21
Properties=species:S:1:pos:R:3:lowdin_charge:R:1
C 0.16594 2.27818 1.61722 -0.2168
S -0.60730 1.24485 0.52301 0.8412
O -1.75679 1.84116 -0.16996 -0.3518
O -0.99452 -0.07930 1.39809 -0.3610
C -1.84302 0.12821 2.53409 -0.1004
C 0.38701 -0.03021 -0.81709 -0.1404
C -0.01878 0.10006 -2.11856 -0.0569
C 0.71357 -0.61705 -3.07182 -0.0777
C 1.79398 -1.30442 -2.66725 -0.0877
C 2.13155 -1.47284 -1.30657 -0.0800
C 1.39350 -0.87547 -0.36794 -0.1034
H 0.00669 3.23594 1.25748 -0.0197
H 1.17153 2.01505 1.85702 0.0079
H -1.50242 1.17595 2.93578 0.1052
H -1.66881 -0.66233 3.19600 0.0681
H -2.86120 0.17077 2.34765 0.0577
H -0.73141 0.80712 -2.35146 0.0826
H 0.61632 -0.49212 -4.12147 0.1032
H 2.44970 -1.83296 -3.36649 0.1120
H 2.94681 -1.96555 -0.78606 0.1150
H 1.57370 -1.06475 0.65075 0.1029
```

Values from the calculation:
net charge: 0

Top of the stability list: entry P, leading by 26.7 kcal/mol.

Entry P
ORCA calculation (ωB97M-V with the def2-TZVPD basis set) on the ion C3H10NO3 with charge +1.

Geometry as XYZ:
```
17
Properties=species:S:1:pos:R:3:lowdin_charge:R:1
C 0.14492 1.26313 1.07110 0.0127
N 0.27492 0.52656 -0.19609 -0.0954
C 1.62292 -0.03931 -0.36572 0.0129
C -0.84617 -0.61623 -0.31282 -0.6912
O -0.67476 -1.15896 -1.54014 0.1348
O -2.03045 0.02792 -0.18819 0.1321
O -0.60713 -1.48539 0.69063 0.1383
H 0.40870 0.60386 1.89640 0.1160
H 0.81621 2.11934 1.07168 0.1162
H -0.87958 1.61006 1.19500 0.1112
H 0.08448 1.16583 -0.97506 0.1956
H 1.78524 -0.80402 0.39259 0.1169
H 1.72093 -0.48163 -1.35505 0.1111
H 2.36832 0.74487 -0.25159 0.1156
H -0.37496 -2.07901 -1.49384 0.1571
H -2.52786 0.04130 -1.01927 0.1571
H -1.28573 -1.43834 1.38035 0.1591
```

Values from the calculation:
net charge: +1

Entry Q
ORCA calculation (ωB97M-V with the def2-TZVPD basis set) on a cluster of 2 separate species, C3H10NO3 in total.

Geometry as XYZ:
```
17
Properties=species:S:1:pos:R:3:lowdin_charge:R:1
C 0.32121 0.30217 -0.61701 -0.0997
C 0.34113 0.43615 0.87745 -0.0800
C -1.08209 0.43293 1.40776 -0.5218
O -1.28761 -0.75448 2.04904 0.1008
O -1.94007 1.24501 1.26403 0.1662
N -0.39562 -1.00206 -1.03796 0.2276
H -0.31049 1.07752 -1.02422 0.1315
H 1.23401 0.39131 -1.21819 0.1204
H 0.89665 1.34605 1.11477 0.1477
H 0.99029 -0.27199 1.39706 0.1364
H -2.24247 -0.87166 2.16305 0.1388
H 0.26303 -1.68899 -1.40722 0.1750
H -0.97930 -0.69569 -1.81807 0.1733
H -0.99991 -1.38174 -0.31567 0.1498
H 4.09425 -0.31402 -2.43745 0.0523
H 3.27029 -0.03031 -3.69072 0.0458
O 3.19278 -0.12396 -2.73525 -0.0641
```

Values from the calculation:
net charge: +1

Top of the stability list: entry P, leading by 3.1 kcal/mol.